No. 1
{"formula": "CH25O15", "method": "ωB97M-V with the def2-TZVPD basis set", "symbols": ["C", "O", "O", "O", "H", "O", "H", "H", "O", "H", "H", "O", "H", "H", "O", "H", "H", "O", "H", "H", "O", "H", "H", "O", "H", "H", "O", "H", "H", "O", "H", "H", "O", "H", "H", "O", "H", "H", "O", "H", "H"], "coordinates": [[-0.020797, 0.132615, -0.258076], [0.309989, -0.829290, -0.920895], [0.935907, 0.891758, 0.218584], [-1.223068, 0.565601, -0.102053], [1.823526, 0.666044, -0.102707], [-3.193839, 1.889002, -1.409421], [-3.756661, 2.286268, -0.757183], [-2.484826, 1.467484, -0.925137], [-2.368508, -0.129469, -3.191299], [-2.101463, -0.880889, -2.670990], [-2.711384, 0.536996, -2.609635], [1.822263, 2.161601, 2.642841], [1.503623, 1.824304, 1.769037], [1.716306, 1.488069, 3.275178], [0.116341, -1.837620, 2.509131], [-0.327310, -1.022444, 2.414242], [0.202341, -1.973986, 3.467201], [-0.069614, 3.200351, -0.660528], [0.452550, 2.406537, -0.547852], [0.235367, 3.823228, 0.002882], [-2.062386, -2.234808, -1.327584], [-1.468600, -1.472426, -1.233986], [-2.026556, -2.830363, -0.605738], [2.822189, -1.411357, 2.029337], [3.171337, -0.546928, 2.298083], [1.865786, -1.363303, 2.033857], [3.653741, 0.212898, -0.481373], [3.458802, 0.304293, -1.406565], [4.413657, 0.713560, -0.232738], [-0.689752, 0.573680, 2.778918], [-1.538701, 0.376463, 3.259192], [-0.861612, 0.541909, 1.817417], [1.073812, -3.106472, -1.855184], [0.997598, -2.194744, -1.493166], [1.417758, -3.582862, -1.104817], [2.102907, 0.045451, -2.749597], [2.084430, 1.005323, -2.945161], [1.344953, -0.158617, -2.084581], [-3.634575, -0.559569, 0.789045], [-4.067320, -0.903578, 0.037867], [-2.918212, -0.074710, 0.333456]], "forces_ev_per_a": [[-3.63, 1.02, -0.97], [0.22, -1.26, -0.90], [1.42, 1.90, 1.51], [2.07, -0.90, 0.99], [0.58, -0.79, 0.07], [-0.46, 0.16, -0.85], [-0.36, 0.19, 0.42], [0.83, 0.05, 0.46], [0.35, -0.09, -1.31], [-0.26, -0.32, 0.04], [-0.41, 0.44, 0.51], [0.50, 1.43, -2.12], [0.09, 0.11, 1.36], [-0.56, -1.41, 0.92], [1.18, -2.74, 0.42], [-0.83, 1.64, 0.24], [-0.03, 0.13, -0.57], [-0.28, 0.96, -0.54], [0.03, -0.03, 0.35], [0.09, -0.09, 0.09], [-0.95, 0.77, -1.69], [0.37, -0.84, 0.92], [0.57, -0.36, 1.13], [1.19, 0.25, 0.25], [-0.38, -0.37, -0.26], [-0.66, -0.01, 0.14], [-0.86, -0.45, 1.21], [-0.05, -0.10, -1.28], [0.70, 0.56, -0.02], [-1.21, 0.01, 0.95], [1.07, 0.44, -1.15], [-0.75, 0.64, 0.05], [0.18, 0.45, -0.03], [-0.10, -0.94, -0.45], [0.21, -0.39, 0.29], [-0.72, 0.74, 0.99], [-0.42, -0.84, 0.10], [1.30, 0.24, -1.51], [0.88, 1.06, 0.92], [-1.04, -0.97, -1.26], [0.13, -0.30, 0.59]], "mol_weight_g_mol": 277.2, "homo_energy_ev": -7.3324, "lumo_energy_ev": 2.562, "relative_energy_kcal_mol": 44.8, "charge": -1}



No. 2
{"formula": "C3H5NO", "method": "ωB97M-V with the def2-TZVPD basis set", "symbols": ["C", "C", "C", "N", "O", "H", "H", "H", "H", "H"], "coordinates": [[0.953530, 0.354146, -0.287685], [-1.465252, -0.257579, 0.141600], [-0.110341, 0.177687, 0.621825], [2.062484, 0.611662, 0.231215], [-1.625194, 1.071947, -0.056575], [0.833711, 0.310566, -1.423181], [-1.448571, -0.750124, -0.775598], [-2.371291, -0.641141, 0.702832], [0.055151, 0.347519, 1.647291], [2.779555, 0.521621, -0.375930]], "forces_ev_per_a": [[0.28, 0.48, -2.57], [-1.78, -0.53, 0.64], [-5.11, 0.66, -1.07], [-1.32, -0.18, 3.19], [3.09, 0.87, 1.25], [-0.33, -0.37, 1.51], [0.32, -1.44, -1.67], [1.73, -0.23, 0.45], [0.11, 0.54, 0.95], [3.01, 0.21, -2.68]], "mol_weight_g_mol": 71.1, "homo_energy_ev": -9.9338, "lumo_energy_ev": -0.521, "relative_energy_kcal_mol": 86.9, "charge": 0}



No. 3
{"formula": "C9H19N2O", "method": "ωB97M-V with the def2-TZVPD basis set", "symbols": ["C", "C", "C", "C", "C", "C", "C", "C", "C", "N", "N", "O", "H", "H", "H", "H", "H", "H", "H", "H", "H", "H", "H", "H", "H", "H", "H", "H", "H", "H", "H"], "coordinates": [[0.135293, 2.298589, 0.118553], [1.369029, 2.037905, 1.086442], [0.382779, -0.085700, 0.578680], [0.632532, -1.500037, -1.566207], [-1.514295, 1.255919, -2.386363], [0.650679, -2.305161, 1.721320], [1.335828, -0.569528, -0.582536], [-1.769939, 1.098257, -0.960502], [-0.402533, -1.196808, 1.267461], [1.044539, 0.662422, 1.529408], [-0.509626, 1.279029, -0.205594], [-1.190095, -0.675693, 2.251624], [-0.121469, 3.243163, -0.292680], [2.393489, 2.222591, 0.765927], [1.392242, 2.685797, 2.046047], [-0.164803, -1.054863, -2.124167], [0.366896, -2.383493, -1.134636], [1.289249, -1.864728, -2.374846], [-1.409871, 2.261994, -2.740186], [-0.679016, 0.678285, -2.634568], [-2.399406, 0.863259, -2.918128], [1.395741, -2.011476, 2.453218], [1.069198, -2.705901, 0.792778], [0.030360, -3.074886, 2.096624], [1.694546, 0.250004, -1.118108], [2.132255, -0.980560, 0.084707], [-2.030711, 0.055329, -0.850102], [-2.529876, 1.668160, -0.530720], [-1.088345, -1.668310, 0.599824], [0.462454, 0.667971, 2.437644], [-1.967125, -1.151528, 2.589087]], "forces_ev_per_a": [[1.64, 0.27, 0.41], [-1.73, -0.10, 2.00], [0.82, 0.66, -1.06], [2.22, 1.01, -1.41], [-2.02, 0.66, -1.67], [-1.17, 1.03, -1.30], [-1.56, -1.02, 2.11], [1.72, -1.17, 0.70], [0.83, -1.24, -0.74], [-0.38, 0.90, 2.08], [-0.13, -2.11, 1.70], [-0.56, 1.81, 2.18], [-0.15, 0.96, -0.09], [-0.24, -0.41, -1.06], [-0.72, -0.70, -1.65], [-0.69, 0.27, 0.19], [-1.33, -2.31, 1.34], [0.28, 0.50, 0.35], [0.33, 0.66, 0.00], [1.21, -0.65, -0.77], [0.46, 0.04, 0.01], [-0.02, 0.28, -0.13], [0.34, 0.04, 0.47], [-0.45, -0.97, 0.75], [0.84, 1.55, -0.55], [-0.22, -0.16, -1.34], [-0.11, -0.28, 0.58], [-1.16, 1.19, 0.61], [-0.02, -0.57, -1.19], [1.24, 0.15, -1.87], [0.74, -0.29, -0.66]], "mol_weight_g_mol": 171.3, "homo_energy_ev": -13.7544, "lumo_energy_ev": -3.298, "smiles": "CC[N+]1=CCN[C@@]1(CC)[C@@H](C)O", "relative_energy_kcal_mol": 49.5, "charge": 1}